# 1
A structure of composition C32H20N5O8RuS3, computed with ωB97M-V/def2-TZVPD.

Values from the calculation:
2S+1: 2
energy: -92429.972 eV
total charge: -2
frontier orbital gap (spin up / spin down): 5.02 / 4.83 eV

Each line ends with the Mulliken spin population.
Atoms and positions in Å:
Ru 0.459 0.062 0.631  0.773
C -3.287 -0.999 2.544  0.002
C -3.990 0.203 2.667  0.000
C -3.484 1.327 2.077  0.004
C -2.276 1.278 1.336  0.013
N -1.580 0.107 1.287  0.007
C -2.090 -0.980 1.864  -0.007
N -1.932 2.403 0.695  0.003
C -0.903 2.546 -0.101  -0.007
N 0.054 1.631 -0.430  -0.029
C 0.886 2.152 -1.382  0.000
N 1.807 1.520 -2.061  0.004
C 2.255 0.276 -1.830  0.004
C 3.057 -0.310 -2.837  0.004
C 3.621 -1.543 -2.655  -0.004
C 3.436 -2.196 -1.433  0.007
C 2.645 -1.588 -0.486  -0.003
N 2.035 -0.419 -0.679  -0.011
C 0.478 3.515 -1.654  -0.002
C 0.975 4.506 -2.488  -0.001
C 0.335 5.732 -2.501  0.000
C -0.787 5.970 -1.701  0.000
C -1.294 4.988 -0.871  0.001
C -0.651 3.760 -0.846  0.000
H -3.657 -1.917 2.973  0.000
H -4.928 0.233 3.207  0.000
H -3.980 2.284 2.134  0.000
H -1.506 -1.888 1.768  0.002
H 3.179 0.247 -3.753  0.000
H 4.206 -2.000 -3.442  0.000
H 3.878 -3.160 -1.235  0.000
H 2.486 -2.047 0.484  0.004
H 1.840 4.312 -3.106  0.000
H 0.697 6.528 -3.140  0.000
H -1.261 6.943 -1.734  0.000
H -2.160 5.158 -0.249  0.000
O -0.142 -1.192 6.769  -0.001
C 0.219 -0.825 5.661  0.000
C 0.173 0.583 5.145  0.007
O -0.006 1.592 5.808  0.003
C 0.360 0.479 3.678  -0.031
C 0.724 -0.883 3.361  0.017
O 0.925 -1.260 2.162  -0.006
C 0.697 -1.715 4.555  -0.004
O 0.960 -2.913 4.641  -0.004
O 0.181 1.357 2.811  0.088
C 0.273 -3.999 0.480  0.003
O -0.091 -2.735 -0.054  -0.014
C -0.319 -2.616 -1.380  -0.004
S -0.131 -3.899 -2.416  0.002
S -0.821 -1.071 -1.833  -0.016
H 0.372 -3.848 1.553  -0.001
H 1.220 -4.333 0.050  0.000
H -0.494 -4.744 0.255  0.000
O 8.909 -0.768 -0.044  0.001
C 8.129 0.092 -0.764  -0.001
O 8.615 0.640 -1.725  0.008
C 6.763 0.307 -0.272  0.035
C 6.145 -0.499 0.696  -0.016
C 4.902 -0.182 1.189  0.033
C 4.215 0.961 0.746  -0.024
S 2.751 1.455 1.518  0.153
C 4.796 1.716 -0.287  0.021
C 6.041 1.398 -0.774  -0.015
H 8.425 -1.075 0.731  0.000
H 6.622 -1.402 1.066  -0.001
H 4.441 -0.794 1.952  0.003
H 4.256 2.567 -0.674  0.001
H 6.511 2.003 -1.536  -0.001

Forces on atoms 1 to 3 (eV/Å):
0.341 0.173 -0.601
-0.226 0.343 -0.047
0.132 -0.503 0.022

***

# 2
A structure of composition C37H30CsN4O4P, computed with ωB97M-V/def2-TZVPD.

Values from the calculation:
2S+1: 1
energy: -62844.666 eV
total charge: -2
frontier orbital gap: 4.43 eV
energy relative to the best compared isomer or geometry (same formula, charge and spin): 5.87 kcal per mole

Each line ends with the Löwdin charge.
Atoms and positions in Å:
Cs -0.843 1.400 0.562  1.166
C -1.799 -1.867 3.884  -0.061
C -0.402 -1.523 3.330  -0.549
O 0.201 -2.448 2.728  -0.094
C 0.014 -0.207 3.571  -0.113
C 1.288 0.367 3.229  -0.437
C 2.269 -0.443 2.411  -0.066
N 1.705 1.557 3.524  0.005
N 0.915 2.355 4.348  0.017
C -0.033 3.026 3.768  -0.568
O -0.426 2.965 2.548  -0.432
C -0.712 4.038 4.660  -0.138
C -1.543 5.000 4.093  -0.042
C -2.180 5.949 4.885  -0.117
C -2.008 5.941 6.262  -0.142
C -1.188 4.975 6.839  -0.120
C -0.546 4.036 6.046  -0.047
H -2.069 -2.872 3.558  0.056
H -2.552 -1.157 3.532  0.060
H -1.798 -1.830 4.976  0.060
H -0.667 0.433 4.120  0.078
H 2.342 -1.463 2.788  0.062
H 3.235 0.065 2.425  0.061
H 1.926 -0.524 1.375  0.033
H -1.677 4.974 3.019  0.102
H -2.820 6.695 4.424  0.085
H -2.511 6.675 6.882  0.079
H -1.054 4.955 7.915  0.083
H 0.103 3.282 6.471  0.096
O -2.601 0.874 -1.925  -0.175
C -1.683 1.561 -2.440  -0.805
O -1.558 2.800 -2.455  -0.061
C -0.552 0.731 -3.068  -0.153
C 0.221 1.344 -4.051  -0.049
C 1.228 0.660 -4.711  -0.100
C 1.484 -0.663 -4.376  -0.095
C 0.729 -1.282 -3.392  -0.103
C -0.293 -0.604 -2.721  -0.280
P -1.322 -1.510 -1.467  1.092
C -0.233 -2.908 -0.993  -0.387
C 1.060 -2.600 -0.560  -0.119
C 1.839 -3.534 0.098  -0.085
C 1.344 -4.808 0.336  -0.099
C 0.060 -5.126 -0.073  -0.095
C -0.726 -4.182 -0.721  -0.103
C -2.522 -2.294 -2.627  -0.340
C -3.813 -1.773 -2.698  -0.086
C -4.747 -2.318 -3.569  -0.094
C -4.409 -3.391 -4.379  -0.117
C -3.124 -3.917 -4.320  -0.103
C -2.190 -3.368 -3.453  -0.105
H 0.001 2.382 -4.270  0.113
H 1.814 1.154 -5.479  0.097
H 2.268 -1.215 -4.880  0.096
H 0.949 -2.311 -3.136  0.094
H 1.435 -1.591 -0.697  0.072
H 2.815 -3.250 0.472  0.101
H 1.938 -5.531 0.881  0.094
H -0.352 -6.106 0.141  0.093
H -1.742 -4.439 -0.998  0.098
H -4.061 -0.919 -2.082  0.090
H -5.745 -1.897 -3.615  0.095
H -5.140 -3.816 -5.057  0.088
H -2.848 -4.752 -4.953  0.091
H -1.189 -3.781 -3.416  0.099
N 5.908 2.442 -4.745  0.142
C 5.170 2.135 -3.918  -0.183
C 4.252 1.744 -2.888  -0.236
C 3.169 2.545 -2.556  -0.008
C 2.304 2.108 -1.566  -0.114
N 2.464 0.963 -0.907  0.108
C 3.504 0.202 -1.236  -0.120
C 4.424 0.539 -2.212  -0.011
H 2.992 3.480 -3.069  0.123
H 1.441 2.708 -1.299  0.104
H 3.610 -0.722 -0.677  0.107
H 5.252 -0.114 -2.448  0.115

Forces on atoms 1 to 3 (eV/Å):
0.157 -0.447 -0.021
0.014 -0.016 -0.021
-0.054 0.112 -0.005

***

# 3
The molecule C4H7N3O, computed with ωB97M-V/def2-TZVPD.

Values from the calculation:
2S+1: 1
energy: -10774.077 eV
total charge: 0
frontier orbital gap: 7.47 eV
energy relative to the best compared isomer or geometry (same formula, charge and spin): 130.76 kcal per mole

Each line ends with the Löwdin charge.
Atoms and positions in Å:
C 0.987 0.036 -0.765  -0.060
C 1.012 1.367 -1.110  -0.163
C 0.338 -0.487 0.354  -0.392
C -1.459 1.054 0.000  0.027
N 0.021 2.218 -1.109  -0.186
N -0.703 0.288 0.815  -0.034
N 0.480 -1.769 0.763  0.131
O -0.063 3.431 -1.206  -0.095
H 1.829 -0.429 -1.102  0.071
H 1.875 1.645 -1.649  0.106
H -1.995 1.949 0.406  0.124
H -1.693 0.574 -0.872  0.066
H -0.653 0.576 1.895  0.213
H 1.108 -2.295 0.246  0.078
H -0.045 -1.939 1.622  0.114

Forces on atoms 1 to 3 (eV/Å):
-1.983 -1.208 3.343
-0.608 2.650 -1.263
0.379 1.453 -3.868

***

# 4
A structure of composition C18H16BCrF4N4S, computed with ωB97M-V/def2-TZVPD.

Values from the calculation:
2S+1: 5
energy: -75698.701 eV
total charge: -1
frontier orbital gap (spin up / spin down): 5.87 / 6.12 eV
energy relative to the best compared isomer or geometry (same formula, charge and spin): 6.26 kcal per mole

Each line ends with the Mulliken spin population.
Atoms and positions in Å:
Cr 0.214 -0.335 0.203  3.818
N 2.008 3.640 -0.111  0.004
C 1.267 2.494 0.012  0.041
S 1.911 1.228 0.976  -0.031
N 0.136 2.521 -0.681  -0.003
N -0.558 1.357 -0.545  -0.056
C -1.729 1.262 -1.082  0.067
C -2.341 2.330 -1.913  0.001
C -3.563 2.892 -1.564  0.007
C -4.136 3.884 -2.351  -0.002
C -3.490 4.314 -3.501  0.005
C -2.272 3.747 -3.859  -0.002
C -1.698 2.765 -3.069  0.017
C -2.420 -0.016 -0.833  0.013
C -3.644 -0.365 -1.401  0.013
C -4.193 -1.592 -1.095  0.025
C -3.516 -2.461 -0.245  0.011
C -2.300 -2.059 0.264  0.053
N -1.781 -0.858 -0.006  0.004
H 2.982 3.558 0.121  0.000
H 1.766 4.237 -0.885  0.000
H -4.066 2.558 -0.664  0.002
H -5.084 4.322 -2.063  0.000
H -3.931 5.089 -4.116  0.001
H -1.764 4.075 -4.758  0.000
H -0.746 2.324 -3.335  0.000
H -4.132 0.316 -2.083  0.004
H -5.142 -1.881 -1.531  0.004
H -3.907 -3.437 0.004  0.001
H -1.693 -2.694 0.897  0.000
C 0.790 -2.260 -1.484  -0.026
C 1.556 -1.058 -1.587  -0.041
C 0.991 -0.294 -2.646  0.036
C -0.102 -0.996 -3.163  0.016
C -0.231 -2.211 -2.441  0.034
H 1.016 -3.086 -0.822  -0.005
H 2.539 -0.909 -1.164  0.022
H 1.345 0.677 -2.971  -0.008
H -0.760 -0.656 -3.955  -0.001
H -1.008 -2.953 -2.579  0.001
F 2.698 -2.239 1.563  0.004
B 1.533 -2.589 2.218  -0.009
F 1.204 -3.928 2.041  0.000
F 1.540 -2.214 3.551  0.000
F 0.418 -1.829 1.571  -0.016

Forces on atoms 1 to 3 (eV/Å):
0.476 -0.238 0.339
0.051 -0.012 0.152
0.051 0.172 -0.501

***

Q: The highest total charge belongs to which entry?
A: C4H7N3O